C2H12N2O2 | wB97M-V/def2-TZVPD

CARTESIAN COORDINATES (ANGSTROEM)
C 0.1385 1.2612 1.5534
N -0.4569 0.1485 0.8121
C -0.4659 0.0442 -0.6528
N 0.8885 0.1769 -1.2035
H 0.3654 1.2768 2.6322
H -0.5830 2.1275 1.5726
H 1.0305 1.6521 1.0993
H -1.4040 0.1485 1.1810
H -0.7855 -0.9947 -0.8455
H -1.1659 0.7872 -1.0564
H 1.5140 -0.4431 -0.7028
H 1.2867 1.0909 -0.9143
O -0.1279 0.3271 -3.7187
H 0.5096 0.6325 -3.0080
H 0.2739 0.6779 -4.5223
O -0.0306 -1.9488 3.3150
H -0.8542 -2.4208 3.1648
H 0.0558 -1.3430 2.5680

HOMO energy: -0.3387 Eh
energy above the lowest of the compared OMol25 structures with the same formula, charge and spin: 29.0 kcal per mole
SMILES string: CNCN.O.O


CH6NO | wB97M-V/def2-TZVPD

CARTESIAN COORDINATES (ANGSTROEM)
O 0.5694 0.6577 1.5474
H 0.6267 0.4307 -1.7728
H 0.3531 0.1926 2.3368
H 0.4040 1.6335 1.7344
C -0.8077 -0.5101 -0.6349
N 0.3520 -0.2919 -1.1053
H -1.5723 0.1685 -0.7375
H -1.1959 -1.4695 -0.1928
H 1.2707 -0.8114 -1.1753

net charge: +1
HOMO energy: -0.5870 Eh
energy above the lowest of the compared OMol25 structures with the same formula, charge and spin: 27.5 kcal per mole


C4H4N2 | wB97M-V/def2-TZVPD

CARTESIAN COORDINATES (ANGSTROEM)
C 0.7984 -0.7885 -1.1205
C -0.0717 0.8753 1.2327
C -0.7610 1.7713 0.4310
N -1.2311 2.6213 -0.2216
C -0.7115 -0.2515 1.7253
N -1.1407 -1.2128 2.2344
H 0.7691 -1.7957 -0.6971
H 1.5094 -0.7512 -1.9491
H -0.1953 -0.5092 -1.4840
H 1.1464 -0.0872 -0.3484

HOMO energy (spin up / spin down): -0.3942 / -0.3935 Eh
energy above the lowest of the compared OMol25 structures with the same formula, charge and spin: 101.8 kcal per mole


C23H34N4O2 | wB97M-V/def2-TZVPD

CARTESIAN COORDINATES (ANGSTROEM)
C -0.0013 1.0777 2.3904
C 0.8096 0.3102 1.3457
C 1.3941 -0.9671 1.9465
C -0.0040 -0.0041 0.0632
C -1.4908 -0.2812 0.2415
N -1.7793 -1.4621 1.0331
C -1.6153 -2.7110 0.5177
O -1.2859 -2.8904 -0.6435
C -1.8477 -3.8318 1.4500
C -2.0263 -5.1810 1.0855
N -2.1746 -5.9529 2.1459
N -2.0797 -5.1247 3.2006
C -2.2511 -5.6450 4.5469
C -3.6273 -5.3800 5.0940
C -3.8138 -5.3340 6.5806
C -3.9118 -4.0705 5.7711
C -1.8875 -3.8474 2.8297
C 0.2475 1.1925 -0.8475
C 1.7175 1.4884 -0.6084
N 1.8854 1.1874 0.8121
C 2.9180 1.6357 1.5709
O 3.0167 1.3864 2.7650
C 3.9702 2.4554 0.8547
C 5.2470 2.7822 1.6486
C 6.0676 2.5034 0.3817
C 6.5872 3.6616 -0.4974
C 7.7533 2.7452 -0.9301
C 7.4698 1.8785 0.3181
C 4.8581 1.7426 -0.2008
H -0.7672 0.4373 2.8330
H 0.6599 1.4139 3.1861
H -0.4901 1.9501 1.9516
H 0.5890 -1.6582 2.1997
H 2.0422 -1.4611 1.2199
H 1.9733 -0.7462 2.8399
H 0.4396 -0.8886 -0.4036
H -1.9866 0.5685 0.7115
H -1.9324 -0.4164 -0.7478
H -2.1417 -1.3596 1.9633
H -2.0462 -5.5956 0.0915
H -2.0479 -6.7122 4.4823
H -1.4965 -5.1911 5.1935
H -4.4308 -5.8130 4.5111
H -4.7211 -5.7505 6.9931
H -2.9361 -5.4648 7.2000
H -3.0990 -3.3605 5.8585
H -4.8863 -3.6248 5.6327
H -1.7675 -3.0678 3.5651
H 0.0250 0.9796 -1.8926
H -0.3638 2.0447 -0.5350
H 2.3455 0.8381 -1.2262
H 1.9824 2.5215 -0.8293
H 3.5184 3.3577 0.4361
H 5.3295 3.7759 2.0888
H 5.4082 2.0323 2.4236
H 5.9212 4.0495 -1.2702
H 6.9400 4.4916 0.1181
H 7.5210 2.2085 -1.8503
H 8.7406 3.1937 -1.0256
H 8.0778 2.1902 1.1697
H 7.5275 0.7940 0.2184
H 4.9195 0.6701 0.0011
H 4.6275 1.8980 -1.2556

HOMO energy: -0.3341 Eh
energy above the lowest of the compared OMol25 structures with the same formula, charge and spin: 66.6 kcal per mole
SMILES string: CC1(C)[C@@H](CNC(=O)c2cnn(CC3CC3)c2)CCN1C(=O)C1CC2(CCC2)C1


C7H14N2O4 | wB97M-V/def2-TZVPD

CARTESIAN COORDINATES (ANGSTROEM)
N -3.5970 -0.1761 -0.8418
C -2.3651 -0.2679 -0.0872
C -1.5694 1.0686 -0.1383
O -2.1218 2.1730 -0.9765
C -1.4921 -1.4308 -0.7025
O -0.6158 -1.9612 0.3806
C 0.4124 -1.2307 0.9040
C 1.2561 -0.6769 0.0312
C 2.2405 0.2744 0.6517
N 1.7261 1.6515 0.2867
C 3.7145 -0.0975 0.2097
O 4.0862 0.2894 -0.9337
O 4.4710 -0.8858 1.0750
H -3.8247 -1.0903 -1.2947
H -4.3313 0.2485 -0.3179
H -2.6191 -0.4866 0.9874
H -0.5023 1.0035 -0.4526
H -1.6240 1.3137 0.8498
H -2.9484 2.6012 -0.7058
H -1.0930 -1.1029 -1.6417
H -2.1619 -2.2297 -0.7623
H 0.4426 -1.0583 2.0269
H 1.1436 -0.9362 -1.0015
H 2.1984 0.1450 1.7531
H 1.6419 1.7346 -0.7230
H 2.2821 2.3281 0.7039
H 5.2504 -1.2005 0.7196

HOMO energy: -0.3310 Eh
energy above the lowest of the compared OMol25 structures with the same formula, charge and spin: 89.5 kcal per mole
SMILES string: N[C@H](CO)CO/C=C/[C@H](N)C(=O)O


C10H40F2Mn2N20O12P | wB97M-V/def2-TZVPD

CARTESIAN COORDINATES (ANGSTROEM)
Mn 1.5684 -3.2923 0.0224
Mn 1.8631 3.1714 0.3680
O 0.8722 1.4311 0.1643
P 0.3986 -0.0237 0.1075
O 1.3228 -1.2224 0.0318
F -0.5412 -0.0979 -1.2115
F -0.6915 -0.3207 1.3272
C -0.1976 0.5475 -4.7726
O -0.2191 -0.5651 -4.1801
N -1.3001 1.0595 -5.2220
N 0.8732 1.2556 -4.9385
H -1.4072 1.9247 -5.7296
H -2.0306 0.3712 -5.1118
H 1.5809 0.7970 -4.3827
H 0.8363 2.2379 -5.1655
C 4.7516 -2.7838 0.1713
O 3.5645 -3.0263 0.4506
N 5.0138 -2.3668 -1.0956
N 5.6696 -2.8501 1.0001
H 5.8481 -1.8173 -1.2390
H 4.1658 -2.3265 -1.6423
H 5.5368 -3.4072 1.8314
H 6.5457 -2.4584 0.6872
C 3.5811 1.9859 2.9097
O 3.0464 2.1064 1.8358
N 4.7216 1.4177 3.0622
N 3.1366 2.4583 4.0853
H 5.1514 1.2982 2.1561
H 5.2696 1.7368 3.8474
H 2.2941 3.0085 4.0075
H 3.6984 2.2915 4.9063
C 2.4342 -3.4444 -3.2151
O 2.2177 -3.2238 -2.0030
N 1.6359 -3.0054 -4.1517
N 3.3484 -4.2580 -3.6391
H 1.9452 -3.0120 -5.1124
H 1.0822 -2.2316 -3.8102
H 3.8746 -4.8320 -2.9966
H 3.5926 -4.3797 -4.6108
C -0.4746 4.4153 -1.6589
O 0.5529 4.1180 -0.9939
N -1.4705 5.2216 -1.2669
N -0.7764 3.9913 -2.8947
H -1.4617 5.5736 -0.3207
H -2.3480 5.3019 -1.7582
H -0.0638 3.3891 -3.2799
H -1.6114 4.3182 -3.3561
C -0.2755 -3.7071 2.4618
O 0.7180 -3.3868 1.8590
N -0.3071 -4.8249 3.1234
N -1.3891 -3.1363 2.3041
H 0.5049 -5.4012 3.2899
H -1.1235 -5.3695 3.3602
H -2.2261 -3.5152 2.7214
H -1.3459 -2.1990 1.9308
C -0.4385 3.8371 2.6822
O 0.4809 3.4694 1.9745
N -0.2401 4.7052 3.6889
N -1.7144 3.5954 2.3910
H 0.7062 4.9117 3.9718
H -1.0377 4.8939 4.2778
H -2.5140 4.1353 2.6865
H -1.8514 2.8761 1.6921
C -1.5245 -3.6123 -1.0541
O -0.3227 -3.3626 -0.7871
N -2.3422 -2.6104 -1.1203
N -2.0332 -4.7421 -1.4164
H -2.0103 -1.7294 -0.7564
H -3.3248 -2.7803 -1.2761
H -2.9821 -4.9985 -1.1857
H -1.4986 -5.5620 -1.6640
C -3.3143 1.9954 -0.5718
O -2.2593 2.0566 0.1327
N -3.3707 1.0999 -1.5158
N -4.4395 2.5992 -0.4127
H -2.4456 0.6941 -1.5081
H -4.2292 0.8349 -1.9741
H -4.4551 3.0315 0.5003
H -5.2677 2.4743 -0.9748
C -3.9231 0.7748 3.1682
O -4.3558 1.6569 2.3889
N -4.5756 0.2420 4.1273
N -2.7165 0.3154 3.0817
H -4.0931 -0.4863 4.6327
H -5.5446 0.3333 4.3939
H -2.2662 -0.3314 3.7121
H -2.0528 0.7404 2.4515

spin multiplicity: 11
net charge: +3
HOMO energy (spin up / spin down): -0.5662 / -0.5662 Eh
energy above the lowest of the compared OMol25 structures with the same formula, charge and spin: 48.9 kcal per mole